(1)
{
  "formula": "C3H5NO",
  "method": "ωB97M-V/def2-TZVPD",
  "homo_lumo_gap_ev": 10.951,
  "energy_ev": -6727.9639,
  "smiles": "C[C@@H](O)C#N",
  "homo_energy_ev": -10.9,
  "relative_energy_kj_mol": 155.2,
  "species": ["C", "C", "O", "C", "N", "H", "H", "H", "H", "H"],
  "coordinates": [[-1.1913, -0.0563, -0.0924], [0.2971, -0.1529, 0.1394], [0.9147, -1.2826, -0.4128], [1.0477, 1.1038, -0.1401], [1.6004, 1.7969, 0.6029], [-1.4821, -0.0252, -1.1443], [-1.5666, 0.8382, 0.4170], [-1.6292, -0.9358, 0.3837], [0.4433, -0.1640, 1.2259], [1.5955, -1.0217, -1.0392]],
  "atomic_forces_ev_per_a": [[-0.150, -0.117, -0.055], [-0.323, -0.180, 0.198], [-0.142, -0.327, -0.344], [0.330, 0.153, 1.899], [0.519, 1.208, -1.354], [0.147, -0.016, 0.069], [0.002, -0.175, -0.115], [-0.155, 0.064, -0.150], [-0.171, -0.578, -0.171], [-0.057, -0.032, 0.023]],
  "nbo_charge": [-0.620, 0.037, -0.698, 0.178, -0.243, 0.217, 0.224, 0.226, 0.196, 0.484]
}

(2)
{
  "formula": "C12H11ClSi",
  "method": "ωB97M-V/def2-TZVPD",
  "homo_lumo_gap_ev": 4.987,
  "energy_ev": -33018.9480,
  "homo_energy_ev": -7.5,
  "species": ["C", "C", "C", "C", "C", "C", "C", "C", "C", "C", "C", "C", "Si", "Cl", "H", "H", "H", "H", "H", "H", "H", "H", "H", "H", "H"],
  "coordinates": [[4.3040, -0.2495, -0.2788], [-4.1035, 1.1256, -0.0527], [3.2896, 0.7306, -0.4653], [3.9069, -1.5556, -0.1601], [-4.1055, -0.2391, 0.0422], [-2.8923, 1.8091, -0.0739], [1.9319, 0.5101, -0.3043], [2.5475, -1.8523, 0.0718], [-3.0041, -0.9957, 0.2525], [-1.7764, 1.0461, 0.2232], [1.5527, -0.8245, 0.0026], [-1.7760, -0.3391, 0.3445], [-0.2076, -1.3948, 0.3409], [0.9268, 3.4319, -0.0419], [5.3124, 0.0260, -0.3715], [-5.0116, 1.5988, -0.0512], [3.5450, 1.8358, -0.6045], [4.7205, -2.2216, 0.0597], [-5.0545, -0.7963, -0.2190], [-2.9536, 2.8458, -0.0478], [1.1950, 1.4770, -0.3694], [2.3303, -2.9797, 0.2109], [-3.0474, -2.0518, 0.4291], [-0.9264, 1.7242, 0.2310], [-0.7036, -2.6609, 0.8321]],
  "atomic_forces_ev_per_a": [[-2.942, 1.380, -1.235], [2.156, -0.386, -0.164], [0.997, 2.095, 0.473], [-0.625, -0.045, 1.625], [-2.982, -1.951, -1.032], [-1.655, -2.551, 1.530], [-1.253, 0.448, -0.105], [0.428, -1.523, -0.556], [1.231, -0.176, 0.363], [1.013, 2.128, -1.168], [-0.668, -1.612, 0.174], [1.876, -0.425, -0.105], [-0.328, 2.877, 0.137], [-0.272, 0.080, -0.003], [1.210, 0.278, 0.039], [-2.080, 1.328, -0.449], [-0.139, -1.692, 0.076], [-0.219, -0.939, -0.318], [0.901, 0.769, 0.909], [0.700, 1.723, -0.288], [1.593, -1.848, 0.202], [-0.080, 2.085, -0.008], [-0.247, -0.485, -0.288], [0.874, -0.682, 0.305], [0.511, -0.876, -0.111]],
  "nbo_charge": [-0.130, -0.131, -0.215, -0.248, -0.232, -0.185, -0.193, -0.172, -0.177, -0.168, -0.583, -0.559, 1.616, -0.853, 0.220, 0.211, 0.258, 0.222, 0.218, 0.235, 0.319, 0.222, 0.214, 0.287, -0.179]
}

(3)
{
  "formula": "C20H20N5NiO5",
  "method": "ωB97M-V/def2-TZVPD",
  "homo_lumo_gap_ev": [7.017, 6.351],
  "energy_ev": -79790.4671,
  "multiplicity": 3,
  "homo_energy_ev": [-9.9, -9.9],
  "relative_energy_kj_mol": 0.0,
  "total_charge": 1,
  "species": ["Ni", "O", "C", "C", "C", "C", "C", "C", "N", "H", "H", "H", "H", "H", "H", "H", "N", "C", "C", "N", "C", "H", "H", "H", "H", "O", "C", "O", "C", "C", "C", "C", "O", "C", "O", "C", "C", "H", "H", "H", "H", "H", "N", "C", "C", "N", "C", "H", "H", "H", "H"],
  "coordinates": [[-0.9949, -0.1553, 0.2975], [-2.7067, 0.7374, -2.4636], [-3.6977, 1.1104, -1.5556], [-3.9961, 0.1060, -0.4730], [-5.3538, -0.3105, -0.3477], [-5.6797, -1.5126, 0.3151], [-4.6438, -2.1200, 1.0518], [-3.3578, -1.5444, 1.0357], [-3.0171, -0.5084, 0.2593], [-1.8391, 1.0924, -2.1605], [-4.6346, 1.2028, -2.1054], [-3.5032, 2.1013, -1.1261], [-6.1367, 0.2837, -0.8156], [-6.7173, -1.9172, 0.2926], [-4.7674, -3.0426, 1.5920], [-2.5968, -2.0518, 1.6258], [-0.8843, 3.8668, 0.4008], [-2.1865, 3.6917, 0.8731], [-2.3776, 2.3354, 1.0020], [-1.2332, 1.7060, 0.5161], [-0.3819, 2.6433, 0.1829], [-0.4413, 4.7665, 0.2509], [-2.9170, 4.5170, 0.9593], [-3.2548, 1.7955, 1.3935], [0.5841, 2.4662, -0.2461], [1.0595, 0.5537, -0.9676], [1.6247, 0.2424, 0.1326], [1.0344, -0.0359, 1.2452], [3.1484, 0.2617, 0.0208], [3.7100, -0.1514, -1.2162], [5.0707, -0.0774, -1.4309], [5.8459, 0.5236, -0.4383], [7.2002, 0.7940, -0.3937], [7.4804, 1.2677, 0.9449], [6.2470, 1.2971, 1.6639], [5.2754, 0.8561, 0.7943], [3.9249, 0.7021, 1.0837], [3.0221, -0.4754, -1.9992], [5.5342, -0.3744, -2.3742], [7.8440, 2.3174, 0.8364], [8.1411, 0.5200, 1.4087], [3.4826, 0.8901, 2.0859], [0.2922, -3.9924, 0.1916], [-0.7002, -4.1473, -0.7766], [-1.1787, -2.8902, -1.0088], [-0.5597, -2.0086, -0.1262], [0.3164, -2.6761, 0.5355], [0.9394, -4.7390, 0.5767], [-0.9665, -5.1178, -1.1607], [-2.0169, -2.5629, -1.6547], [0.9638, -2.2369, 1.2720]],
  "atomic_forces_ev_per_a": [[2.061, -0.139, -0.224], [1.365, 0.000, 0.386], [-0.479, 0.906, 0.278], [-0.952, -1.561, 0.747], [0.760, -0.601, 0.246], [0.497, 0.655, 0.514], [0.296, 0.813, -0.714], [-1.401, -0.840, -0.135], [-1.218, 0.144, -0.766], [-0.819, -0.382, -0.410], [0.132, 0.057, -0.175], [0.028, -0.169, -0.046], [0.259, -0.281, -0.206], [1.025, 0.371, 0.061], [-0.203, -0.060, 0.148], [0.121, 0.360, -0.180], [-1.426, -0.178, 0.158], [-0.516, 0.012, 0.205], [0.209, 1.105, -0.148], [-1.018, 1.133, 0.729], [0.566, 0.677, -0.061], [-0.004, -0.432, -0.107], [0.873, -0.618, 0.268], [0.784, 0.454, -0.404], [0.145, -0.036, -0.011], [-1.161, -0.965, 1.709], [1.039, 0.164, -0.595], [-0.320, 0.390, -1.844], [-0.888, -0.706, -0.533], [-0.972, 0.453, 0.859], [1.280, 0.627, -0.271], [-0.279, -0.156, 0.842], [-0.815, -0.267, -0.074], [-0.312, 0.243, -0.656], [-0.213, -0.091, -0.318], [0.035, -0.098, 0.218], [0.510, 0.116, 0.467], [0.344, 0.032, 0.254], [-0.223, 0.027, 0.304], [0.180, -0.947, 0.390], [0.101, 0.675, 0.010], [0.472, 0.006, -0.921], [0.615, -0.693, 0.465], [0.584, 0.458, 0.268], [-1.034, -0.148, 0.157], [-1.002, -0.020, -1.340], [1.177, -1.689, 0.805], [-1.353, 1.478, -0.785], [0.088, 0.147, -0.161], [0.888, -0.320, 0.504], [0.176, -0.108, 0.093]],
  "lowdin_spin": [1.730, 0.000, 0.000, 0.002, 0.002, -0.001, 0.002, 0.007, 0.052, 0.000, 0.000, 0.000, 0.000, 0.000, 0.000, 0.001, 0.000, 0.001, 0.002, 0.038, 0.001, 0.000, 0.000, 0.000, 0.000, 0.054, 0.001, 0.064, 0.004, 0.001, 0.000, 0.000, 0.000, 0.000, 0.000, 0.000, 0.000, 0.000, 0.000, 0.000, 0.000, 0.000, 0.001, 0.001, 0.003, 0.030, 0.001, 0.000, 0.000, 0.000, 0.000]
}

(4)
{
  "formula": "C12H22N2O6",
  "method": "ωB97M-V/def2-TZVPD",
  "homo_lumo_gap_ev": 9.944,
  "energy_ev": -28065.4318,
  "smiles": "CNC(=O)[C@H](CO)NC(C)=O.CCOC(=O)C[C@H]1CO1",
  "homo_energy_ev": -9.4,
  "relative_energy_kj_mol": 0.0,
  "species": ["C", "N", "C", "O", "C", "C", "O", "N", "C", "C", "O", "H", "H", "H", "H", "H", "H", "H", "H", "H", "H", "H", "H", "C", "C", "O", "C", "O", "C", "C", "C", "O", "H", "H", "H", "H", "H", "H", "H", "H", "H", "H"],
  "coordinates": [[4.4614, -1.6717, 2.7277], [3.8146, -1.3145, 1.4664], [2.5406, -1.6025, 1.1685], [1.8252, -2.2343, 1.9406], [2.0684, -1.2100, -0.2413], [0.5420, -1.1795, -0.4003], [0.0621, -0.1115, 0.3868], [2.7186, -1.9786, -1.3182], [2.8429, -3.2974, -1.4786], [2.2414, -4.2820, -0.4967], [3.4556, -3.7191, -2.4458], [4.3920, -2.7502, 2.8859], [5.5116, -1.3773, 2.7126], [3.9553, -1.1679, 3.5535], [4.3646, -0.8411, 0.7684], [2.3896, -0.1776, -0.3750], [0.0961, -2.1171, -0.0683], [0.2846, -1.0029, -1.4454], [-0.9066, -0.0523, 0.3251], [3.1377, -1.4478, -2.0646], [2.8011, -4.2595, 0.4358], [2.3032, -5.2822, -0.9224], [1.1983, -4.0412, -0.3102], [-6.0735, 3.2338, 1.0486], [-4.9761, 2.2062, 0.8039], [-3.8847, 2.8609, 0.1381], [-2.7013, 2.1940, 0.1491], [-2.5135, 1.0786, 0.6278], [-1.5024, 2.9094, -0.4543], [-1.3141, 2.5086, -1.9146], [0.0300, 1.8555, -2.3673], [-1.1769, 1.1392, -2.2254], [-6.4106, 3.6627, 0.0996], [-5.7025, 4.0402, 1.6883], [-6.9282, 2.7625, 1.5428], [-5.3591, 1.3873, 0.1850], [-4.6639, 1.7874, 1.7683], [-0.6116, 2.6614, 0.1284], [-1.6574, 3.9882, -0.3830], [-1.8738, 3.1313, -2.6213], [0.8238, 1.6820, -1.6346], [0.3954, 2.0289, -3.3840]],
  "atomic_forces_ev_per_a": [[-0.500, -0.098, -0.142], [1.002, 0.584, -0.192], [-1.040, -1.500, 0.545], [0.295, 0.579, -0.423], [-0.232, 0.062, -0.537], [0.018, 0.144, 0.509], [0.036, 0.151, 0.098], [-0.354, 1.715, 1.065], [0.266, -1.912, -0.476], [-0.050, 0.338, -0.097], [0.188, -0.019, -0.307], [0.013, 0.093, 0.047], [-0.176, 0.021, -0.152], [0.079, -0.088, 0.009], [-0.016, -0.034, 0.062], [0.068, 0.143, -0.141], [0.078, -0.179, -0.034], [0.184, -0.162, -0.222], [0.255, 0.127, 0.055], [0.035, -0.048, -0.028], [-0.153, 0.032, 0.170], [0.108, 0.195, -0.091], [-0.028, 0.010, 0.300], [0.263, 0.079, -0.261], [-0.845, -0.139, 0.469], [1.227, -0.582, 0.059], [0.795, -1.340, 0.775], [-1.272, 1.381, -0.519], [-0.516, 0.293, -0.210], [2.198, -0.092, -0.321], [-1.297, 1.574, 0.293], [-0.284, -0.400, 0.043], [-0.002, -0.014, 0.170], [-0.082, -0.088, -0.096], [0.156, 0.012, -0.080], [0.267, 0.092, 0.017], [0.272, 0.034, -0.353], [-0.323, -0.238, -0.001], [0.043, -0.018, -0.226], [0.172, -0.485, -0.028], [-0.494, -0.077, 0.080], [-0.356, -0.145, 0.174]],
  "nbo_charge": [-0.412, -0.604, 0.661, -0.619, -0.148, -0.063, -0.752, -0.615, 0.675, -0.713, -0.633, 0.211, 0.207, 0.210, 0.393, 0.213, 0.182, 0.172, 0.510, 0.407, 0.238, 0.243, 0.228, -0.623, -0.076, -0.505, 0.815, -0.620, -0.539, 0.073, -0.104, -0.489, 0.213, 0.213, 0.220, 0.188, 0.197, 0.254, 0.233, 0.190, 0.186, 0.182]
}

(5)
{
  "formula": "C11H16O8PPb",
  "method": "ωB97M-V/def2-TZVPD",
  "homo_lumo_gap_ev": [5.313, 6.119],
  "energy_ev": -42568.9569,
  "homo_energy_ev": [-11.5, -11.7],
  "relative_energy_kj_mol": 286.8,
  "total_charge": 1,
  "species": ["O", "C", "Pb", "O", "C", "C", "O", "C", "O", "C", "O", "H", "C", "C", "O", "P", "O", "C", "C", "O", "C", "C", "H", "H", "H", "H", "H", "H", "H", "H", "H", "H", "H", "H", "H", "H", "H"],
  "coordinates": [[3.0917, 1.8334, 3.4259], [4.2307, 2.0527, 3.5537], [1.1858, 0.0078, 0.1456], [-1.7148, 2.0428, -0.6638], [-0.8991, 1.3917, -0.2110], [-1.6117, -0.9242, -0.8660], [-2.5549, -0.5268, -1.4658], [-0.7147, -2.1437, -0.8172], [-0.8170, -3.3255, -0.9775], [0.8870, 0.3985, -2.3963], [0.7910, 0.8274, -3.4508], [2.6881, -1.4346, 0.3633], [-1.2295, 2.0765, 4.5347], [-0.5037, 1.5100, 3.3504], [-0.9208, 0.0840, 3.2215], [-1.2845, -0.5848, 1.7654], [-2.7610, -0.0101, 1.5044], [-3.9524, -0.0162, 2.3619], [-3.7399, -0.4223, 3.7773], [-1.5987, -2.1188, 2.2481], [-2.6582, -2.9721, 1.5927], [-2.2701, -4.3644, 1.9936], [-2.2898, 2.2441, 4.3000], [-0.7984, 3.0427, 4.7954], [-1.1513, 1.4130, 5.4049], [-0.7450, 2.0647, 2.4146], [0.5813, 1.5156, 3.4753], [-4.3480, 0.9853, 2.2732], [-4.6572, -0.7177, 1.8512], [-3.1490, 0.3309, 4.3337], [-4.7233, -0.4651, 4.2578], [-3.2778, -1.4054, 3.8888], [-3.6187, -2.6456, 2.0508], [-2.7491, -2.8145, 0.5129], [-2.1887, -4.4233, 3.0929], [-3.0282, -5.0690, 1.6571], [-1.2994, -4.6507, 1.5712]],
  "atomic_forces_ev_per_a": [[4.208, 0.791, 0.421], [-4.193, -0.807, -0.450], [3.430, -1.419, 1.864], [1.420, -0.552, 0.672], [-3.479, 2.404, -1.200], [-4.730, 0.589, 0.986], [2.730, -1.225, -0.151], [2.402, -3.063, -2.577], [-0.621, 3.410, 1.298], [-0.249, 0.894, -3.691], [0.276, -1.086, 2.879], [-1.135, 0.437, -0.486], [-0.342, 0.238, 0.146], [-0.090, -0.753, -0.760], [0.558, -0.116, -1.220], [-1.923, -0.731, 2.485], [0.693, 0.226, -0.549], [-0.305, -0.816, -1.037], [0.087, 0.386, 1.166], [0.245, 0.836, -1.268], [0.048, 0.886, 1.324], [0.092, -0.274, 0.255], [0.304, -0.065, 0.127], [0.029, 0.021, 0.036], [0.038, 0.146, -0.253], [0.031, -0.335, 0.528], [-0.156, -0.057, 0.078], [-0.124, 0.222, 0.025], [0.478, 0.605, 0.336], [-0.327, -0.665, -0.316], [0.057, -0.009, -0.094], [0.007, 0.203, -0.024], [0.614, -0.368, -0.307], [0.297, 0.036, 0.247], [-0.101, 0.013, -0.494], [-0.006, -0.100, -0.010], [-0.263, 0.097, 0.014]],
  "nbo_charge": [-0.561, 0.565, 0.852, -0.442, 0.414, 0.360, -0.369, 0.371, -0.335, 0.521, -0.373, -0.345, -0.637, -0.060, -0.840, 1.789, -0.879, -0.051, -0.661, -0.860, -0.048, -0.635, 0.214, 0.237, 0.237, 0.173, 0.205, 0.207, 0.194, 0.227, 0.239, 0.228, 0.195, 0.177, 0.234, 0.232, 0.227]
}

(6)
{
  "formula": "C3H12O4S",
  "method": "ωB97M-V/def2-TZVPD",
  "homo_lumo_gap_ev": 5.839,
  "energy_ev": -22328.4712,
  "homo_energy_ev": 0.3,
  "relative_energy_kj_mol": 209.1,
  "total_charge": -2,
  "species": ["C", "O", "C", "C", "S", "H", "H", "H", "H", "H", "H", "H", "H", "O", "H", "H", "O", "H", "H", "O"],
  "coordinates": [[-0.0418, -0.4054, 0.0134], [-0.6241, -0.9371, -0.9805], [0.1833, 1.1264, -0.2639], [1.2913, 1.8036, 0.5105], [0.9735, 2.3780, 2.2410], [-0.5003, -0.4642, 1.0762], [0.9054, -1.1084, 0.0805], [-0.7179, 1.7375, -0.3689], [0.5396, 1.0036, -1.2391], [1.5835, 2.8296, -0.0157], [2.1871, 1.1417, 0.6713], [-1.1162, -1.6995, -3.7129], [-0.5733, -0.7178, -2.7905], [-0.9990, -0.7048, -3.6222], [-2.8563, -2.5251, -0.3048], [-2.0960, -1.3149, -0.8913], [-3.1154, -1.7401, -0.9106], [2.0785, 0.5470, 3.2874], [1.0308, -0.6336, 3.6164], [1.8673, -0.3164, 3.6036]],
  "atomic_forces_ev_per_a": [[2.615, 1.042, 4.075], [-4.374, -2.462, -3.920], [1.190, -0.955, 1.115], [1.132, 2.186, 0.425], [-0.291, 0.159, 0.203], [-0.023, -0.277, -1.005], [0.030, 2.078, 0.946], [-0.214, -0.366, 0.579], [0.701, 0.309, -2.015], [-0.195, -2.276, 0.573], [-0.751, 0.557, -0.944], [-0.092, 1.922, -0.037], [0.811, 0.568, 2.938], [-0.904, -2.392, -2.890], [-0.969, 1.790, -1.471], [-0.935, -0.129, -0.510], [2.322, -1.594, 1.854], [-1.369, 1.563, -0.836], [-3.998, -0.174, -0.630], [5.312, -1.549, 1.551]],
  "nbo_charge": [0.028, -0.952, -0.467, -0.505, -0.790, 0.085, 0.078, 0.187, 0.177, 0.159, 0.185, 0.443, 0.506, -0.979, 0.425, 0.514, -1.059, 0.512, 0.470, -1.018]
}